[1]
DFT (ωB97M-V/def2-TZVPD) results for 4 unconnected molecules or ions with the total composition C43H69N8OS in a non-equilibrium geometry.

Calculated values
**E_HOMO**: -0.3524 Eh
**Electronic energy**: -70478.397 eV

The geometry in ORCA input format:
```
! RIJCOSX wB97M-V def2-TZVPD def2/J DEFGRID3
* xyz 1 1
C -5.674 -2.623 -3.045
C -4.727 -1.475 -3.045
C -3.279 -1.402 -2.273
C -3.419 -1.165 -0.657
S -2.460 0.433 -0.232
C -4.986 -0.838 -0.172
O -5.450 0.501 -0.609
C -5.802 1.295 0.610
C -7.111 0.937 1.563
C -7.371 1.862 2.914
C -6.416 3.123 3.385
C -5.149 3.507 2.418
C -4.891 2.588 1.080
N -2.960 -2.326 0.198
C -3.030 -3.655 -0.521
N -3.214 -4.783 0.288
N -2.870 -3.892 -2.006
C -2.255 -2.664 -2.673
C -0.733 -2.314 -2.174
C 0.175 -3.655 -1.794
N 0.154 -4.301 -0.581
C -2.422 -2.858 -4.299
C -1.127 -3.523 -5.051
C -0.215 -2.315 -5.712
C 1.360 -2.325 -5.258
C 1.764 -0.736 -4.929
C 3.256 -0.571 -4.269
C 3.298 0.433 -2.944
C 2.629 -0.222 -1.596
C 3.592 -1.337 -0.839
C 2.911 -1.716 0.636
C 2.881 -3.336 0.901
C 3.976 -3.877 1.998
N 3.971 -3.111 3.307
C 2.879 -3.013 4.357
C 3.510 -2.053 5.538
C 5.021 -1.659 4.983
C 5.286 -2.366 3.521
H -5.369 -3.750 -3.263
H -6.823 -2.465 -2.763
H -5.043 -0.538 -3.714
H -2.726 -0.434 -2.702
H -1.292 -0.077 0.407
H -5.730 -1.709 -0.411
H -4.916 -0.774 1.018
H -7.850 0.055 1.306
H -8.288 1.581 3.594
H -6.568 3.769 4.356
H -4.375 4.388 2.625
H -3.959 2.842 0.380
H -1.981 -2.146 0.513
H -3.793 -5.583 -0.066
H -2.783 -4.858 1.259
H -2.345 -4.765 -2.230
H -0.139 -1.684 -2.996
H -0.689 -1.634 -1.194
H 0.901 -4.123 -2.618
H 0.810 -5.125 -0.678
H -3.366 -3.555 -4.458
H -2.656 -1.840 -4.877
H -0.521 -4.297 -4.416
H -1.561 -4.135 -5.979
H -0.644 -1.231 -5.455
H -0.261 -2.392 -6.900
H 1.619 -3.052 -4.376
H 1.997 -2.620 -6.203
H 1.005 -0.218 -4.198
H 1.732 -0.097 -5.933
H 3.928 -0.021 -5.087
H 3.784 -1.603 -4.069
H 4.429 0.694 -2.668
H 2.772 1.467 -3.125
H 2.515 0.674 -0.815
H 1.538 -0.646 -1.747
H 3.634 -2.281 -1.543
H 4.671 -0.951 -0.599
H 1.779 -1.369 0.546
H 3.370 -1.111 1.526
H 3.005 -3.930 -0.126
H 1.805 -3.574 1.360
H 3.646 -4.991 2.269
H 5.027 -3.949 1.480
H 1.794 -3.505 4.344
H 3.054 -1.700 6.573
H 5.839 -0.980 5.495
H 6.217 -2.371 2.807
C -5.800 3.718 9.502
C -5.257 2.761 8.445
C -4.256 3.426 7.499
C -4.930 4.572 6.761
N -5.488 5.522 6.149
H -6.356 4.546 9.051
H -6.489 3.193 10.172
H -4.988 4.136 10.107
H -6.098 2.353 7.870
H -4.771 1.917 8.946
H -3.886 2.697 6.770
H -3.397 3.813 8.058
C 4.803 4.963 -2.684
C 4.577 5.808 -3.934
C 3.105 5.887 -4.341
C 2.581 4.493 -4.645
N 2.146 3.337 -4.896
H 4.504 3.922 -2.842
H 5.864 4.959 -2.415
H 4.236 5.360 -1.834
H 5.169 5.390 -4.757
H 4.953 6.821 -3.750
H 2.995 6.514 -5.232
H 2.506 6.330 -3.538
C 6.290 1.942 2.351
C 5.352 3.049 1.880
C 4.549 2.661 0.637
C 5.498 2.361 -0.513
N 6.284 2.112 -1.466
H 7.047 1.706 1.596
H 6.820 2.252 3.256
H 5.732 1.026 2.578
H 5.942 3.951 1.676
H 4.658 3.296 2.692
H 3.883 3.482 0.348
H 3.933 1.778 0.836
*
```

---

[2]
DFT (ωB97M-V/def2-TZVPD) results for 6 unconnected molecules or ions with the total composition C43H75BrN2O19P2S in a non-equilibrium geometry.

Calculated values
**E_HOMO**: -0.2977 Eh
**SMILES**: COCCCCCCCCCc1c(P(C)O)c(CC=O)c2nc([PH2]=S)c(OC[C@@H](C)CC(C)C)nc2c1Br.COC(=O)OC.COC(=O)OC.COC(=O)OC.COC(=O)OC.COC(=O)OC
**Electronic energy**: -187144.106 eV

The geometry in ORCA input format:
```
! RIJCOSX wB97M-V def2-TZVPD def2/J DEFGRID3
* xyz 0 1
C 0.214 -2.036 2.121
O 1.494 -1.696 2.638
C 2.334 -2.826 2.803
C 3.826 -2.448 2.644
C 4.080 -1.771 1.261
C 3.868 -2.735 0.059
C 5.032 -2.755 -0.972
C 4.983 -1.644 -2.047
C 3.664 -1.577 -2.870
C 3.007 -0.157 -2.875
C 2.903 0.469 -1.457
C 1.506 0.887 -0.983
C 1.337 2.196 -0.377
P 2.728 3.431 -0.145
C 3.124 4.168 -1.817
O 4.127 2.661 0.328
C 0.120 2.620 0.108
C -0.036 3.977 0.795
C 0.479 3.844 2.256
O 1.368 3.088 2.581
C -1.049 1.790 0.004
N -2.216 2.276 0.519
C -3.188 1.413 0.356
P -4.834 1.942 1.032
S -5.748 3.277 -0.042
C -3.081 0.122 -0.277
O -4.190 -0.660 -0.408
C -4.885 -0.420 -1.666
C -6.400 -0.148 -1.516
C -6.900 0.959 -2.496
C -7.297 -1.393 -1.769
C -7.062 -2.616 -0.830
C -6.623 -2.258 0.617
C -8.444 -3.339 -0.712
N -1.947 -0.330 -0.722
C -0.889 0.526 -0.583
C 0.387 0.094 -1.048
Br 0.436 -1.698 -1.757
H 0.034 -1.576 1.133
H 0.072 -3.123 2.035
H -0.547 -1.593 2.791
H 2.133 -3.623 2.065
H 2.196 -3.247 3.819
H 4.483 -3.311 2.814
H 4.007 -1.646 3.383
H 5.087 -1.332 1.315
H 3.306 -0.986 1.203
H 3.816 -3.757 0.483
H 2.889 -2.585 -0.422
H 5.068 -3.773 -1.401
H 5.968 -2.666 -0.390
H 5.810 -1.857 -2.749
H 5.258 -0.698 -1.552
H 3.898 -1.819 -3.920
H 2.985 -2.352 -2.495
H 2.022 -0.244 -3.353
H 3.633 0.438 -3.560
H 3.490 1.398 -1.492
H 3.351 -0.138 -0.659
H 3.474 5.190 -1.610
H 2.164 4.221 -2.349
H 3.893 3.607 -2.367
H 4.029 2.210 1.176
H -1.083 4.298 0.866
H 0.500 4.773 0.260
H -0.025 4.451 3.048
H -4.516 2.515 2.293
H -5.584 0.786 1.336
H -4.768 -1.312 -2.302
H -4.437 0.436 -2.193
H -6.663 0.226 -0.515
H -6.161 1.767 -2.598
H -7.089 0.527 -3.491
H -7.809 1.445 -2.110
H -8.340 -1.057 -1.632
H -7.189 -1.671 -2.833
H -6.383 -3.325 -1.326
H -5.542 -2.425 0.727
H -7.092 -3.003 1.283
H -6.943 -1.266 0.953
H -8.911 -3.481 -1.697
H -9.103 -2.666 -0.133
H -8.360 -4.271 -0.134
C 6.591 4.206 -0.328
O 6.373 5.591 -0.048
C 7.200 6.104 0.863
O 8.074 5.511 1.437
O 6.888 7.392 1.027
C 7.701 8.073 1.983
H 5.865 3.906 -1.075
H 7.591 4.048 -0.731
H 6.438 3.606 0.564
H 8.745 8.067 1.673
H 7.593 7.624 2.969
H 7.353 9.102 2.026
C 3.299 -2.534 9.314
O 2.429 -1.550 8.757
C 2.670 -1.269 7.474
O 3.529 -1.766 6.793
O 1.796 -0.345 7.081
C 1.941 0.054 5.715
H 3.005 -2.674 10.351
H 3.194 -3.483 8.788
H 4.334 -2.194 9.285
H 1.783 -0.792 5.047
H 2.922 0.497 5.546
H 1.182 0.804 5.510
C -0.408 -8.727 -2.188
O -1.449 -7.772 -1.981
C -1.022 -6.577 -1.569
O 0.124 -6.267 -1.371
O -2.085 -5.787 -1.418
C -1.769 -4.465 -0.975
H -0.878 -9.649 -2.519
H 0.279 -8.386 -2.962
H 0.128 -8.919 -1.259
H -1.132 -3.960 -1.697
H -1.289 -4.490 0.002
H -2.704 -3.917 -0.890
C -6.412 5.871 1.597
O -7.440 6.841 1.832
C -6.992 8.027 2.238
O -5.840 8.328 2.415
O -8.045 8.830 2.417
C -7.710 10.145 2.857
H -6.890 4.951 1.274
H -5.739 6.207 0.810
H -5.858 5.669 2.515
H -7.087 10.650 2.119
H -7.208 10.112 3.823
H -8.642 10.695 2.965
C 4.264 -4.788 -8.903
O 3.904 -4.137 -7.684
C 2.869 -4.695 -7.052
O 2.252 -5.658 -7.421
O 2.640 -3.996 -5.939
C 1.551 -4.483 -5.155
H 5.110 -4.246 -9.319
H 4.563 -5.818 -8.716
H 3.440 -4.753 -9.615
H 1.742 -5.501 -4.818
H 0.619 -4.436 -5.718
H 1.462 -3.841 -4.282
*
```

---

[3]
DFT (ωB97M-V/def2-TZVPD) results for 9 unconnected molecules or ions with the total composition C43H76Cl2NO18PS in a non-equilibrium geometry.

Calculated values
**E_HOMO**: -0.3120 Eh
**SMILES**: CCC[C@@H](C)c1c2c(c(P(O)O)c(OC[C@H](C)O)c1/C(Cl)=C(/C)Cl)C(=O)c1c(ON=O)c(CC=O)c(O)c(S)c1C2=O.CCO.CCO.CCO.CCO.CCO.CCO.CCO.CCO
**Electronic energy**: -129332.138 eV

The geometry in ORCA input format:
```
! RIJCOSX wB97M-V def2-TZVPD def2/J DEFGRID3
* xyz 0 1
C -5.195 -1.112 3.158
C -4.286 -0.087 3.866
C -2.788 -0.398 3.714
C -2.281 -0.059 2.299
C -2.064 1.486 2.124
C -0.980 -0.746 1.911
C -0.859 -1.380 0.685
C 0.310 -1.980 0.267
C 1.439 -2.015 1.064
P 2.995 -2.860 0.476
O 3.237 -2.264 -1.055
O 4.291 -2.268 1.329
C 1.327 -1.384 2.300
O 2.404 -1.350 3.136
C 2.549 -2.604 3.836
C 3.299 -2.407 5.166
C 4.366 -1.304 5.081
O 3.934 -3.657 5.463
C 0.170 -0.764 2.710
C 0.281 -0.100 4.053
Cl -0.154 -0.948 5.510
C 0.765 1.137 4.134
C 0.932 1.829 5.471
Cl 1.271 2.046 2.739
C 0.321 -2.607 -1.115
O 0.841 -3.673 -1.367
C -0.420 -1.796 -2.155
C 0.046 -1.605 -3.428
O 1.229 -2.187 -3.827
N 0.954 -3.210 -4.794
O 1.866 -3.906 -4.915
C -0.692 -0.813 -4.285
C -0.199 -0.521 -5.706
C -0.703 -1.586 -6.681
O 0.021 -2.035 -7.535
C -1.873 -0.244 -3.876
O -2.628 0.539 -4.705
C -2.359 -0.431 -2.582
S -3.852 0.338 -2.020
C -1.599 -1.218 -1.743
C -2.008 -1.466 -0.295
O -3.146 -1.749 0.019
H -5.297 -0.821 2.108
H -6.194 -1.107 3.603
H -4.785 -2.124 3.205
H -4.481 -0.047 4.944
H -4.492 0.909 3.456
H -2.523 -1.408 4.041
H -2.276 0.289 4.398
H -3.094 -0.302 1.619
H -2.145 2.006 3.080
H -1.133 1.696 1.600
H -2.855 1.889 1.481
H 3.111 -1.302 -1.021
H 4.485 -1.385 0.973
H 3.083 -3.361 3.250
H 1.550 -3.000 4.059
H 2.601 -2.240 5.988
H 5.216 -1.615 5.696
H 3.967 -0.398 5.550
H 4.697 -1.082 4.067
H 4.722 -3.724 4.915
H 1.561 1.205 6.111
H 1.366 2.822 5.358
H -0.040 1.951 5.960
H -0.584 0.480 -5.939
H 0.890 -0.445 -5.717
H -1.770 -1.890 -6.570
H -2.790 0.103 -5.547
H -4.737 0.322 -3.040
C -1.187 -5.486 1.083
C -2.312 -5.730 0.095
O -3.506 -5.059 0.492
H -1.473 -5.825 2.080
H -0.277 -6.008 0.781
H -0.967 -4.417 1.158
H -2.544 -6.793 0.036
H -2.028 -5.383 -0.906
H -3.316 -4.114 0.535
C 2.831 -6.658 0.006
C 3.268 -6.991 1.419
O 2.175 -6.892 2.331
H 2.418 -5.651 -0.033
H 3.670 -6.723 -0.689
H 2.047 -7.344 -0.329
H 4.034 -6.293 1.756
H 3.679 -8.005 1.469
H 1.499 -7.514 2.044
C 6.309 1.219 1.040
C 5.654 1.434 2.393
O 6.384 0.782 3.430
H 6.377 0.152 0.817
H 5.746 1.708 0.249
H 7.326 1.613 1.035
H 4.644 1.020 2.400
H 5.590 2.503 2.624
H 7.273 1.149 3.441
C 6.951 2.949 -3.940
C 6.316 3.157 -2.577
O 7.068 2.504 -1.556
H 7.021 1.885 -4.168
H 6.370 3.440 -4.722
H 7.967 3.351 -3.957
H 5.311 2.737 -2.557
H 6.250 4.225 -2.342
H 7.954 2.879 -1.563
C -0.955 6.676 2.060
C -1.278 5.232 1.727
O -2.393 4.761 2.482
H -0.736 6.782 3.123
H -0.096 7.027 1.487
H -1.810 7.323 1.842
H -0.432 4.587 1.965
H -1.505 5.125 0.660
H -3.147 5.318 2.269
C 2.528 8.332 -1.711
C 2.876 7.932 -0.289
O 1.824 7.172 0.302
H 1.608 8.919 -1.726
H 3.328 8.922 -2.160
H 2.357 7.448 -2.330
H 3.026 8.815 0.330
H 3.796 7.338 -0.272
H 1.695 6.385 -0.237
C -8.262 -2.317 -3.825
C -7.576 -0.967 -3.879
O -6.310 -1.062 -4.540
H -7.635 -3.040 -3.302
H -9.222 -2.248 -3.312
H -8.432 -2.705 -4.832
H -7.389 -0.592 -2.873
H -8.202 -0.239 -4.409
H -6.472 -1.384 -5.432
C -6.072 3.350 -5.546
C -5.744 2.970 -4.114
O -6.829 2.261 -3.520
H -6.969 3.969 -5.581
H -5.247 3.898 -6.005
H -6.273 2.457 -6.145
H -5.564 3.861 -3.514
H -4.849 2.341 -4.076
H -6.976 1.469 -4.047
*
```